Model a:
{
  "formula": "C18H54O18",
  "method": "ωB97M-V with the def2-TZVPD basis set",
  "species": ["O", "C", "C", "O", "H", "H", "H", "H", "H", "H", "O", "C", "C", "O", "H", "H", "H", "H", "H", "H", "O", "C", "C", "O", "H", "H", "H", "H", "H", "H", "O", "C", "C", "O", "H", "H", "H", "H", "H", "H", "O", "C", "C", "O", "H", "H", "H", "H", "H", "H", "O", "C", "C", "O", "H", "H", "H", "H", "H", "H", "O", "C", "C", "O", "H", "H", "H", "H", "H", "H", "O", "C", "C", "O", "H", "H", "H", "H", "H", "H", "O", "C", "C", "O", "H", "H", "H", "H", "H", "H"],
  "positions_angstrom": [[1.044, -4.563, 3.912], [0.664, -3.305, 4.033], [-0.001, -2.761, 2.688], [-0.203, -1.355, 2.649], [0.241, -5.157, 4.212], [-0.044, -3.110, 4.895], [1.571, -2.683, 3.907], [-0.959, -3.333, 2.423], [0.726, -2.917, 2.043], [-1.114, -0.925, 2.763], [3.382, 1.152, -3.599], [3.532, 1.956, -2.428], [3.989, 1.145, -1.151], [4.015, 1.922, -0.007], [2.853, 1.651, -4.089], [4.298, 2.897, -2.491], [2.770, 2.579, -2.209], [4.963, 0.709, -1.336], [3.410, 0.094, -1.022], [3.826, 1.556, 0.884], [-4.035, -0.590, -1.481], [-5.339, -0.226, -0.898], [-6.585, -0.676, -1.507], [-7.626, -0.038, -0.887], [-3.389, -0.132, -0.904], [-5.254, -0.513, 0.331], [-5.322, 0.845, -0.618], [-6.792, -1.648, -1.400], [-6.561, -0.588, -2.650], [-7.722, 0.757, -1.444], [-0.972, 0.576, -0.758], [0.342, 0.181, -0.383], [0.839, 1.012, 0.830], [2.033, 0.312, 1.331], [-1.214, 0.298, -1.716], [0.382, -0.812, -0.060], [1.144, 0.162, -1.308], [-0.068, 1.098, 1.503], [1.041, 1.879, 0.534], [1.558, -0.407, 1.908], [6.156, -2.114, 0.003], [5.960, -2.015, 1.419], [4.683, -1.082, 1.763], [4.172, -1.371, 3.115], [6.525, -2.815, -0.084], [5.937, -2.885, 1.928], [6.829, -1.506, 1.850], [3.964, -1.501, 0.945], [4.931, -0.088, 1.474], [4.129, -2.255, 3.085], [-1.627, 2.997, 3.039], [-2.260, 2.722, 1.845], [-3.524, 3.597, 1.720], [-4.239, 3.296, 0.558], [-0.701, 3.090, 2.802], [-1.656, 2.754, 0.860], [-2.402, 1.599, 1.745], [-3.074, 4.778, 1.643], [-4.092, 3.435, 2.584], [-5.092, 3.318, 0.697], [1.167, -3.159, -3.722], [0.495, -2.185, -3.052], [-0.442, -1.372, -3.969], [-1.267, -0.366, -3.493], [1.870, -3.562, -3.056], [-0.104, -2.683, -2.414], [1.247, -1.655, -2.665], [-1.024, -2.077, -4.519], [0.229, -0.649, -4.702], [-1.579, 0.092, -4.164], [-0.888, -4.377, -0.334], [-1.999, -3.517, -0.281], [-2.778, -3.685, -1.584], [-4.143, -3.236, -1.495], [-1.185, -5.215, -0.612], [-2.715, -3.794, 0.689], [-1.735, -2.481, 0.180], [-2.660, -4.655, -2.224], [-2.410, -2.982, -2.185], [-3.996, -2.198, -1.460], [0.813, 4.090, 1.822], [1.057, 5.388, 1.262], [1.725, 5.186, -0.125], [1.730, 6.507, -0.742], [1.580, 4.120, 2.313], [0.102, 5.954, 1.132], [1.629, 5.907, 1.908], [1.087, 4.483, -0.622], [2.820, 4.897, 0.113], [1.317, 6.250, -1.533]],
  "lumo_ha": 0.0108,
  "homo_ev": -9.56,
  "homo_lumo_gap_ev": 9.9,
  "smiles": "OCCO.OCCO.OCCO.OCCO.OCCO.OCCO.OCCO.OCCO.OCCO"
}

Model b:
{
  "formula": "C18H54O18",
  "method": "ωB97M-V with the def2-TZVPD basis set",
  "species": ["O", "C", "C", "O", "H", "H", "H", "H", "H", "H", "O", "C", "C", "O", "H", "H", "H", "H", "H", "H", "O", "C", "C", "O", "H", "H", "H", "H", "H", "H", "O", "C", "C", "O", "H", "H", "H", "H", "H", "H", "O", "C", "C", "O", "H", "H", "H", "H", "H", "H", "O", "C", "C", "O", "H", "H", "H", "H", "H", "H", "O", "C", "C", "O", "H", "H", "H", "H", "H", "H", "O", "C", "C", "O", "H", "H", "H", "H", "H", "H", "O", "C", "C", "O", "H", "H", "H", "H", "H", "H"],
  "positions_angstrom": [[-1.616, 5.148, 1.106], [-0.903, 5.391, -0.015], [-0.826, 6.890, -0.414], [-0.293, 7.054, -1.698], [-2.348, 4.453, 1.029], [0.181, 5.162, 0.188], [-1.276, 4.971, -0.882], [-0.105, 7.444, 0.320], [-1.743, 7.406, -0.610], [-0.975, 6.663, -2.386], [2.327, 0.788, 0.441], [3.081, 1.712, 1.176], [1.934, 2.657, 1.695], [2.296, 3.284, 2.836], [1.541, 1.224, 0.252], [3.487, 1.210, 1.814], [3.630, 2.316, 0.655], [1.041, 2.091, 2.030], [1.917, 3.505, 1.024], [1.833, 4.190, 2.867], [-0.856, -2.157, 0.156], [-0.309, -0.847, 0.176], [-1.392, 0.294, 0.018], [-0.563, 1.530, 0.173], [-0.199, -2.759, 0.484], [0.428, -0.513, 1.049], [0.385, -1.007, -0.543], [-2.246, 0.229, 0.744], [-1.855, 0.246, -0.914], [-1.434, 2.240, 0.372], [-3.798, -2.187, -0.164], [-4.164, -3.485, 0.301], [-3.640, -3.598, 1.805], [-4.256, -4.626, 2.513], [-2.979, -2.242, -0.409], [-5.303, -3.416, 0.302], [-4.083, -4.030, -0.630], [-4.048, -2.677, 2.467], [-2.526, -3.599, 1.750], [-3.897, -5.475, 2.217], [6.159, -2.812, -0.225], [4.761, -2.821, -0.033], [4.016, -2.122, -1.195], [2.737, -1.922, -0.760], [6.336, -3.350, 0.507], [4.326, -3.653, 0.332], [4.852, -2.176, 1.015], [4.065, -2.815, -2.074], [4.555, -1.399, -1.445], [2.698, -1.085, -0.002], [0.639, -0.638, -3.991], [1.948, -1.033, -4.459], [2.934, 0.156, -4.512], [4.212, -0.490, -4.782], [0.220, -1.216, -3.487], [2.201, -1.727, -3.747], [2.005, -1.566, -5.465], [2.925, 0.686, -3.445], [2.861, 0.769, -5.334], [4.900, 0.100, -4.391], [-2.719, 1.049, 3.294], [-2.332, 0.101, 4.361], [-0.791, 0.242, 4.441], [-0.395, -0.735, 5.422], [-3.731, 1.178, 3.261], [-2.878, 0.557, 5.048], [-2.684, -0.894, 4.183], [-0.470, 1.189, 4.505], [-0.414, -0.171, 3.503], [0.489, -0.845, 5.353], [-3.388, 3.097, 0.091], [-3.664, 2.825, -1.268], [-4.349, 4.064, -1.795], [-4.974, 3.571, -3.011], [-4.160, 3.054, 0.585], [-2.674, 2.797, -1.662], [-4.274, 1.787, -1.307], [-3.738, 5.075, -1.913], [-5.134, 4.358, -0.876], [-4.776, 4.108, -3.768], [2.723, -6.765, -1.074], [2.174, -5.460, -1.034], [1.764, -5.098, 0.396], [1.259, -3.832, 0.424], [3.077, -6.728, -1.956], [2.994, -5.003, -1.427], [1.430, -5.328, -1.558], [2.696, -5.438, 1.167], [1.184, -5.935, 0.836], [1.954, -3.189, -0.024]],
  "lumo_ha": 0.0054,
  "homo_ev": -9.52,
  "homo_lumo_gap_ev": 9.7,
  "smiles": "OCCO.OCCO.OCCO.OCCO.OCCO.OCCO.OCCO.OCCO.OCCO"
}

Relative energy of each structure, in hartree: model a 0.0000; model b 0.0450.

Model a:
{
  "formula": "C19H24N2O2",
  "method": "ωB97M-V with the def2-TZVPD basis set",
  "species": ["C", "C", "O", "C", "C", "C", "C", "C", "N", "C", "C", "C", "O", "N", "C", "C", "C", "C", "C", "C", "C", "C", "C", "H", "H", "H", "H", "H", "H", "H", "H", "H", "H", "H", "H", "H", "H", "H", "H", "H", "H", "H", "H", "H", "H", "H", "H"],
  "positions_angstrom": [[4.864, 1.088, -2.254], [3.959, 2.304, -2.081], [2.813, 2.253, -2.905], [1.775, 1.435, -2.576], [0.741, 1.373, -3.512], [-0.372, 0.594, -3.281], [-0.495, -0.148, -2.111], [-1.742, -0.959, -1.860], [-1.525, -2.011, -0.877], [-0.817, -3.132, -1.459], [-2.757, -2.415, -0.226], [-3.277, -1.349, 0.741], [-4.434, -1.304, 1.105], [-2.318, -0.504, 1.154], [-2.538, 0.597, 2.067], [-1.416, 0.658, 3.067], [-0.166, 1.119, 2.668], [0.890, 1.144, 3.561], [0.708, 0.709, 4.864], [-0.533, 0.247, 5.267], [-1.589, 0.218, 4.372], [0.534, -0.084, -1.185], [1.660, 0.692, -1.406], [5.160, 0.995, -3.296], [4.350, 0.175, -1.962], [5.755, 1.203, -1.642], [4.485, 3.206, -2.408], [3.676, 2.434, -1.029], [0.837, 1.951, -4.418], [-1.160, 0.560, -4.019], [-2.111, -1.370, -2.816], [-2.519, -0.287, -1.479], [0.097, -2.767, -1.926], [-1.411, -3.661, -2.219], [-0.550, -3.837, -0.672], [-2.559, -3.310, 0.371], [-3.565, -2.663, -0.933], [-1.396, -0.625, 0.760], [-2.588, 1.539, 1.504], [-3.502, 0.425, 2.551], [-0.024, 1.464, 1.653], [1.857, 1.507, 3.243], [1.531, 0.732, 5.562], [-0.679, -0.093, 6.282], [-2.555, -0.147, 4.687], [0.473, -0.666, -0.277], [2.433, 0.706, -0.653]],
  "lumo_ha": 0.0249,
  "homo_ev": -8.47,
  "homo_lumo_gap_ev": 9.2,
  "smiles": "CCOc1ccc(CN(C)CC(=O)NCc2ccccc2)cc1"
}

Model b:
{
  "formula": "C19H24N2O2",
  "method": "ωB97M-V with the def2-TZVPD basis set",
  "species": ["C", "C", "C", "C", "C", "C", "C", "O", "C", "C", "C", "C", "C", "O", "N", "C", "C", "C", "C", "N", "C", "C", "C", "H", "H", "H", "H", "H", "H", "H", "H", "H", "H", "H", "H", "H", "H", "H", "H", "H", "H", "H", "H", "H", "H", "H", "H"],
  "positions_angstrom": [[-5.560, -5.789, 2.424], [-5.754, -4.898, 1.204], [-4.729, -3.767, 1.158], [-4.919, -2.878, -0.068], [-3.988, -1.665, -0.090], [-2.521, -2.042, -0.280], [-1.638, -0.804, -0.397], [-0.302, -1.241, -0.556], [0.687, -0.326, -0.666], [0.508, 1.055, -0.639], [1.598, 1.900, -0.745], [2.884, 1.393, -0.885], [4.096, 2.245, -1.026], [5.072, 1.887, -1.650], [4.006, 3.447, -0.370], [4.941, 4.476, -0.311], [6.153, 4.469, -0.999], [6.994, 5.559, -0.862], [6.605, 6.614, -0.051], [5.455, 6.629, 0.603], [4.651, 5.594, 0.477], [3.054, 0.009, -0.944], [1.979, -0.838, -0.826], [-6.299, -6.587, 2.438], [-5.662, -5.210, 3.340], [-4.569, -6.240, 2.415], [-6.760, -4.474, 1.221], [-5.665, -5.500, 0.297], [-4.824, -3.160, 2.062], [-3.727, -4.200, 1.151], [-5.952, -2.522, -0.085], [-4.761, -3.470, -0.973], [-4.289, -1.007, -0.909], [-4.101, -1.107, 0.842], [-2.403, -2.640, -1.184], [-2.166, -2.634, 0.564], [-1.945, -0.200, -1.262], [-1.730, -0.189, 0.510], [-0.478, 1.484, -0.543], [1.418, 2.967, -0.753], [3.175, 3.603, 0.184], [6.419, 3.627, -1.617], [7.940, 5.585, -1.380], [7.230, 7.485, 0.085], [3.721, 5.651, 1.032], [4.052, -0.381, -1.079], [2.103, -1.909, -0.858]],
  "lumo_ha": 0.0232,
  "homo_ev": -8.60,
  "homo_lumo_gap_ev": 9.2,
  "smiles": "CCCCCCCOc1ccc(C(=O)Nc2cccnc2)cc1"
}

Relative energy of each structure, in hartree: model a 0.0137; model b 0.0000.

Model a:
{
  "formula": "C5H14NS",
  "method": "ωB97M-V with the def2-TZVPD basis set",
  "species": ["C", "C", "N", "H", "H", "H", "H", "H", "H", "C", "C", "S", "C", "H", "H", "H", "H", "H", "H", "H", "H"],
  "positions_angstrom": [[2.567, 0.513, -0.144], [3.575, 1.363, -0.118], [1.264, 0.786, 0.452], [2.579, -0.360, -0.782], [4.442, 1.108, -0.716], [3.576, 2.292, 0.447], [1.181, 0.405, 1.393], [1.076, 1.785, 0.430], [0.235, 0.265, -0.094], [-0.908, -2.203, 1.286], [-1.688, -0.970, 0.904], [-1.105, -0.366, -0.836], [-2.110, 1.156, -0.886], [-1.341, -2.636, 2.195], [0.162, -2.084, 1.450], [-1.042, -2.967, 0.506], [-1.485, -0.135, 1.579], [-2.759, -1.138, 0.805], [-2.973, 0.957, -0.252], [-1.597, 2.044, -0.500], [-2.457, 1.386, -1.886]],
  "lumo_ha": -0.1069,
  "total_charge": 1,
  "homo_ev": -13.76,
  "homo_lumo_gap_ev": 10.8
}

Model b:
{
  "formula": "C5H14NS",
  "method": "ωB97M-V with the def2-TZVPD basis set",
  "species": ["C", "C", "C", "N", "H", "H", "H", "H", "H", "H", "H", "H", "C", "S", "C", "H", "H", "H", "H", "H", "H"],
  "positions_angstrom": [[-1.276, 0.081, 2.191], [0.138, 0.403, 1.841], [1.277, -0.125, 2.272], [0.142, 1.270, 0.708], [-1.402, -0.129, 3.263], [-1.950, 0.830, 1.756], [-1.611, -0.831, 1.655], [2.218, 0.006, 1.768], [1.265, -0.742, 3.190], [-0.308, 2.169, 0.868], [-0.278, 0.648, -0.084], [1.088, 1.550, 0.436], [-0.711, 0.551, -2.471], [-0.691, -0.871, -1.323], [0.841, -1.683, -1.916], [-0.755, 0.165, -3.487], [0.231, 1.158, -2.329], [-1.619, 1.099, -2.260], [1.019, -2.548, -1.251], [0.688, -2.022, -2.954], [1.694, -0.978, -1.872]],
  "lumo_ha": -0.1158,
  "total_charge": 1,
  "homo_ev": -13.12,
  "homo_lumo_gap_ev": 10.0
}

Relative energy of each structure, in hartree: model a 0.0113; model b 0.0000.